Below is the molecule C4H8N2O, with properties calculated with ωB97M-V/def2-TZVPD.

Element x y z (Å)
C1 -0.42 -0.58 2.02
C2 1.27 1.26 0.31
N1 -0.05 -0.74 0.65
C3 0.49 0.23 -0.07
H1 -1.38 -0.04 2.09
H2 0.32 -0.04 2.62
H3 -0.59 -1.57 2.44
H4 1.66 1.34 1.32
H5 1.55 2.03 -0.40
N2 -1.06 0.26 -2.01
C4 0.18 -0.29 -1.49
O1 0.11 -1.59 -1.02
H6 -1.82 0.01 -1.38
H7 -1.28 -0.18 -2.90
H8 1.01 -0.11 -2.19

Results
gap between HOMO and LUMO (alpha / beta)	8.90 / 7.24	eV
LUMO level (alpha / beta)	0.0070 / -0.0478	Eh
energy above the lowest of the compared OMol25 structures with the same formula, charge and spin	603.7	kJ/mol
energy	-9300.1363	eV

Here are the Mulliken charges for atoms 1 to 8, given in e:
1 C -0.799
2 C -0.945
3 N -0.168
4 C 0.486
5 H 0.290
6 H 0.259
7 H 0.291
8 H 0.258

***

Below is a structure of composition C4H8N2O, with properties calculated with ωB97M-V/def2-TZVPD.

Element x y z (Å)
C1 -0.02 1.53 -1.26
C2 0.59 0.57 -0.27
N1 0.42 0.73 1.19
C3 0.73 -1.16 1.06
C4 -0.06 -0.76 -0.10
N2 -1.30 -0.91 -0.32
O1 -1.85 -1.95 0.42
H1 0.46 2.51 -1.23
H2 -1.10 1.63 -1.10
H3 0.15 1.10 -2.25
H4 1.66 0.44 -0.50
H5 1.08 1.47 1.49
H6 0.32 -2.02 1.63
H7 1.80 -1.28 0.90
H8 -2.79 -1.84 0.23

Results
gap between HOMO and LUMO (alpha / beta)	9.73 / 9.73	eV
LUMO level (alpha / beta)	0.0175 / 0.0175	Eh
energy above the lowest of the compared OMol25 structures with the same formula, charge and spin	564.0	kJ/mol
energy	-9300.5473	eV

Here are the Mulliken charges for atoms 1 to 8, given in e:
1 C -1.314
2 C 0.251
3 N -0.636
4 C -0.550
5 C 0.667
6 N -0.428
7 O -0.397
8 H 0.365

***

Below is the molecule C4H8N2O, with properties calculated with ωB97M-V/def2-TZVPD.

Element x y z (Å)
C1 -0.09 -1.58 1.24
N1 -1.03 -0.67 0.58
N2 -0.49 0.60 0.57
C2 -0.73 1.59 -0.49
C3 0.64 1.15 -0.21
C4 1.19 0.27 -1.20
O1 0.44 -0.53 -1.72
H1 0.19 -1.29 2.26
H2 -0.65 -2.50 1.37
H3 0.71 -1.73 0.52
H4 -1.15 -1.18 -0.32
H5 -1.30 2.48 -0.01
H6 -1.26 1.33 -1.39
H7 1.33 1.72 0.29
H8 2.19 0.36 -1.50

Results
gap between HOMO and LUMO	9.04	eV
LUMO level	0.0268	Eh
energy above the lowest of the compared OMol25 structures with the same formula, charge and spin	447.9	kJ/mol
energy	-9301.7515	eV

Here are the Mulliken charges for atoms 1 to 8, given in e:
1 C -0.757
2 N -0.398
3 N -0.118
4 C -0.407
5 C -0.046
6 C -0.327
7 O -0.513
8 H 0.239

***

Below is a structure of composition C4H8N2O, with properties calculated with ωB97M-V/def2-TZVPD.

Element x y z (Å)
C1 1.09 1.55 -0.42
C2 0.40 0.37 0.23
O1 0.03 0.70 1.53
C3 -0.87 -0.18 -0.49
N1 -1.35 -1.34 0.27
C4 1.21 -0.90 0.30
N2 0.97 -2.04 0.45
H1 1.96 1.84 0.17
H2 0.41 2.41 -0.47
H3 1.41 1.30 -1.44
H4 -0.66 0.05 1.76
H5 -0.66 -0.37 -1.56
H6 -1.53 0.71 -0.46
H7 -0.39 -2.29 0.45
H8 -2.02 -1.81 -0.32

Results
gap between HOMO and LUMO	9.57	eV
LUMO level	0.0113	Eh
energy above the lowest of the compared OMol25 structures with the same formula, charge and spin	356.2	kJ/mol
energy	-9302.7010	eV

Here are the Mulliken charges for atoms 1 to 8, given in e:
1 C -1.538
2 C 1.066
3 O -0.562
4 C -0.607
5 N -0.797
6 C 0.042
7 N -0.501
8 H 0.395

***

Below is a structure of composition C4H8N2O, with properties calculated with ωB97M-V/def2-TZVPD.

Element x y z (Å)
C1 -1.07 0.54 1.81
N1 -1.08 -0.20 0.56
C2 0.22 -0.52 0.06
C3 0.18 -0.95 -1.42
O1 0.27 0.32 -2.04
C4 1.10 0.65 -0.36
N2 2.07 1.28 -0.67
H1 -0.51 1.49 1.76
H2 -2.10 0.77 2.10
H3 -0.63 -0.07 2.60
H4 -1.57 0.32 -0.16
H5 0.76 -1.16 0.78
H6 -0.78 -1.44 -1.64
H7 1.00 -1.63 -1.68
H8 1.52 0.99 -1.74

Results
gap between HOMO and LUMO	10.19	eV
LUMO level	0.0294	Eh
energy above the lowest of the compared OMol25 structures with the same formula, charge and spin	493.8	kJ/mol
energy	-9301.2758	eV

Here are the Mulliken charges for atoms 1 to 8, given in e:
1 C -0.907
2 N -0.367
3 C 0.045
4 C -0.658
5 O -0.723
6 C 0.377
7 N -0.574
8 H 0.316

***

Below is a cluster of 2 separate species, C4H8N2O in total, with properties calculated with ωB97M-V/def2-TZVPD.

Element x y z (Å)
C1 1.13 -1.23 0.84
C2 0.78 -0.13 -0.16
N1 0.92 -0.23 -1.45
C3 0.64 0.98 -1.95
C4 0.40 1.91 -0.95
N2 0.45 1.13 0.19
H1 1.72 -2.02 0.31
H2 0.20 -1.67 1.28
H3 1.58 -0.80 1.69
H4 0.59 1.25 -3.01
H5 0.19 2.93 -0.92
H6 0.52 1.46 1.16
O1 -3.27 -1.76 2.11
H7 -2.37 -1.72 2.50
H8 -3.50 -0.82 2.20

Results
gap between HOMO and LUMO	9.02	eV
LUMO level	0.0158	Eh
energy above the lowest of the compared OMol25 structures with the same formula, charge and spin	117.9	kJ/mol
energy	-9305.1709	eV

Here are the Mulliken charges for atoms 1 to 8, given in e:
1 C -0.932
2 C 0.492
3 N -0.608
4 C -0.304
5 C -0.336
6 N -0.113
7 H 0.267
8 H 0.169

***

Below is the molecule C4H8N2O, with properties calculated with ωB97M-V/def2-TZVPD.

Element x y z (Å)
C1 -1.06 -1.07 0.59
C2 -0.22 -0.03 -0.10
C3 1.22 -0.46 -0.31
N1 2.07 0.16 0.54
O1 1.52 -1.31 -1.14
C4 -0.78 0.88 -1.11
N2 -0.44 1.38 0.23
H1 -2.12 -0.81 0.55
H2 -0.92 -2.05 0.11
H3 -0.76 -1.16 1.64
H4 1.66 0.94 1.03
H5 3.07 0.05 0.46
H6 -0.14 1.26 -1.90
H7 -1.82 0.75 -1.38
H8 -1.29 1.47 0.78

Results
gap between HOMO and LUMO	10.60	eV
LUMO level	0.0364	Eh
energy above the lowest of the compared OMol25 structures with the same formula, charge and spin	124.0	kJ/mol
energy	-9305.1082	eV

Here are the Mulliken charges for atoms 1 to 8, given in e:
1 C -1.429
2 C 1.295
3 C 0.088
4 N -0.338
5 O -0.616
6 C -0.616
7 N -0.737
8 H 0.385

***

Below is a cluster of 2 separate species, C4H8N2O in total, with properties calculated with ωB97M-V/def2-TZVPD.

Element x y z (Å)
C1 2.60 -0.30 -1.71
C2 1.31 -0.50 -0.99
C3 -0.07 -0.17 -1.23
N1 -0.72 -0.46 -0.06
C4 0.19 -0.88 0.81
N2 1.44 -0.92 0.28
H1 3.33 -0.96 -1.26
H2 2.53 -0.16 -2.78
H3 2.84 0.70 -1.31
H4 -0.55 0.41 -2.00
H5 -1.68 -0.27 0.19
H6 0.16 -0.74 1.89
H7 -3.66 2.12 2.54
H8 -4.30 0.89 2.88
O1 -3.42 1.22 2.75

Results
gap between HOMO and LUMO (alpha / beta)	10.69 / 6.92	eV
LUMO level (alpha / beta)	-0.1494 / -0.2879	Eh
charge	+1
energy above the lowest of the compared OMol25 structures with the same formula, charge and spin	57.2	kJ/mol
energy	-9296.7199	eV
2S+1	2

Here are the Mulliken charges for atoms 1 to 8, given in e:
1 C -0.993
2 C 0.763
3 C -0.354
4 N 0.017
5 C -0.080
6 N -0.434
7 H 0.344
8 H 0.358

***

Below is a cluster of 4 separate species, C4H8N2O2 in total, with properties calculated with ωB97M-V/def2-TZVPD.

Element x y z (Å)
C1 1.10 -1.15 -1.85
C2 0.68 -0.78 -0.32
C3 0.63 0.63 -0.05
C4 -1.28 -0.11 0.70
H1 1.34 0.31 -2.29
H2 2.42 -2.11 -1.75
H3 -0.27 -1.94 -2.07
H4 0.88 -1.61 0.62
H5 0.17 1.09 -0.92
H6 1.60 1.13 0.39
H7 -0.50 2.24 2.41
H8 -2.73 0.79 1.56
N1 -0.19 0.62 1.16
N2 -2.45 -0.18 1.27
O1 -0.49 2.00 1.35
O2 -0.93 -0.93 -0.19

Results
gap between HOMO and LUMO	8.36	eV
LUMO level	-0.0172	Eh
energy above the lowest of the compared OMol25 structures with the same formula, charge and spin	1145.9	kJ/mol
energy	-11342.2361	eV

Here are the Mulliken charges for atoms 1 to 8, given in e:
1 C -0.782
2 C 0.503
3 C -0.929
4 C 0.530
5 H 0.245
6 H 0.247
7 H 0.266
8 H 0.298

***

Below is a cluster of 2 separate species, C4H8N2O2 in total, with properties calculated with ωB97M-V/def2-TZVPD.

Element x y z (Å)
C1 1.25 -1.79 -0.47
C2 0.60 -1.03 0.42
C3 -1.07 -0.77 0.38
O1 -1.71 -0.83 1.42
O2 -1.57 -1.19 -0.80
H1 2.16 -2.33 -0.21
H2 0.92 -1.89 -1.50
H3 0.94 -0.98 1.45
H4 -2.46 -1.54 -0.61
H5 1.68 2.42 -1.25
N1 0.75 2.00 -1.16
C4 0.56 1.55 0.04
N2 -0.78 1.35 0.44
H6 1.23 1.75 0.89
H7 -1.43 1.48 -0.33
H8 -1.08 1.81 1.30

Results
gap between HOMO and LUMO	10.02	eV
LUMO level	0.0298	Eh
energy above the lowest of the compared OMol25 structures with the same formula, charge and spin	362.3	kJ/mol
energy	-11350.3580	eV

Here are the Mulliken charges for atoms 1 to 8, given in e:
1 C -0.590
2 C -0.519
3 C 0.902
4 O -0.611
5 O -0.454
6 H 0.270
7 H 0.244
8 H 0.370

***

Below is a structure of composition C4H8N2O2, with properties calculated with ωB97M-V/def2-TZVPD.

Element x y z (Å)
C1 -0.85 -0.89 1.83
O1 -0.87 0.38 1.97
C2 -1.20 -1.40 -0.01
C3 -1.74 -2.26 -0.68
H1 -0.31 0.90 0.91
H2 -1.67 -1.46 2.27
H3 0.12 -1.40 1.84
H4 -2.17 -3.04 -1.26
C4 1.42 0.88 -0.48
N1 1.91 1.72 -1.44
N2 0.01 0.97 -0.27
O2 2.09 0.12 0.17
H5 1.32 2.24 -2.07
H6 -0.49 1.68 -0.78
H7 2.90 1.64 -1.64
H8 -0.50 -0.10 -0.38

Results
gap between HOMO and LUMO	9.91	eV
LUMO level	0.0154	Eh
energy above the lowest of the compared OMol25 structures with the same formula, charge and spin	490.5	kJ/mol
energy	-11349.0289	eV

Here are the Mulliken charges for atoms 1 to 8, given in e:
1 C -0.101
2 O -0.672
3 C -0.735
4 C -0.139
5 H 0.486
6 H 0.334
7 H 0.250
8 H 0.429

***

Below is a cluster of 2 separate species, C4H8N2O2 in total, with properties calculated with ωB97M-V/def2-TZVPD.

Element x y z (Å)
C1 0.84 0.31 -2.09
N1 1.31 -0.09 -0.82
C2 0.32 -0.79 -0.07
C3 -0.14 -0.01 1.01
N2 -1.08 -0.40 1.97
C4 -2.30 -0.69 1.32
O1 0.59 0.89 1.38
O2 1.26 1.15 -2.86
H1 0.16 -0.47 -2.51
H2 1.65 0.70 -0.25
H3 -1.97 -1.99 -0.12
H4 0.21 -1.89 -0.27
H5 -1.20 0.28 2.68
H6 -2.96 -1.20 2.03
H7 -2.79 0.12 0.64
H8 -1.86 -1.40 0.57

Results
gap between HOMO and LUMO	4.91	eV
LUMO level	-0.0994	Eh
energy above the lowest of the compared OMol25 structures with the same formula, charge and spin	823.3	kJ/mol
energy	-11345.5797	eV

Here are the Mulliken charges for atoms 1 to 8, given in e:
1 C -0.018
2 N -0.266
3 C -0.694
4 C 0.668
5 N -0.284
6 C -0.469
7 O -0.638
8 O -0.499

***

Q: The lowest energy above the lowest of the compared OMol25 structures with the same formula, charge and spin belongs to which entry?
A: number 8

***

Q: Number 1 is which compound?
A: C4H8N2O

***

Please write out number 3 again, unchanged.
Below is the molecule C4H8N2O, with properties calculated with ωB97M-V/def2-TZVPD.

Element x y z (Å)
C1 -0.09 -1.58 1.24
N1 -1.03 -0.67 0.58
N2 -0.49 0.60 0.57
C2 -0.73 1.59 -0.49
C3 0.64 1.15 -0.21
C4 1.19 0.27 -1.20
O1 0.44 -0.53 -1.72
H1 0.19 -1.29 2.26
H2 -0.65 -2.50 1.37
H3 0.71 -1.73 0.52
H4 -1.15 -1.18 -0.32
H5 -1.30 2.48 -0.01
H6 -1.26 1.33 -1.39
H7 1.33 1.72 0.29
H8 2.19 0.36 -1.50

Results
gap between HOMO and LUMO	9.04	eV
LUMO level	0.0268	Eh
energy above the lowest of the compared OMol25 structures with the same formula, charge and spin	447.9	kJ/mol
energy	-9301.7515	eV

Here are the Mulliken charges for atoms 1 to 8, given in e:
1 C -0.757
2 N -0.398
3 N -0.118
4 C -0.407
5 C -0.046
6 C -0.327
7 O -0.513
8 H 0.239

***

Q: What is the formula in the fifth record?
A: C4H8N2O